Entry 1:
{
  "formula": "C34H34Cl3N3PTi",
  "method": "wB97M-V/def2-TZVPD",
  "species": ["Ti", "C", "C", "C", "C", "C", "C", "C", "H", "H", "H", "H", "H", "H", "H", "H", "N", "P", "C", "C", "C", "C", "C", "C", "C", "C", "C", "C", "C", "C", "C", "C", "C", "C", "C", "N", "H", "H", "H", "H", "H", "H", "H", "H", "H", "H", "H", "H", "H", "H", "H", "Cl", "C", "C", "C", "C", "C", "C", "C", "H", "H", "H", "H", "H", "H", "Cl", "C", "Cl", "H", "H", "C", "C", "N", "H", "H", "H"],
  "positions_angstrom": [[0.049, 0.027, -0.824], [1.432, -0.631, 3.676], [1.422, -0.864, 2.197], [0.848, -2.052, 1.716], [1.007, -2.420, 0.399], [1.650, -1.570, -0.509], [2.194, -0.348, -0.052], [2.095, -0.034, 1.314], [0.453, -0.315, 4.036], [2.170, 0.119, 3.948], [1.681, -1.562, 4.182], [0.382, -2.730, 2.418], [0.711, -3.405, 0.067], [1.913, -1.957, -1.488], [2.879, 0.218, -0.687], [2.622, 0.837, 1.687], [-2.143, 2.674, -0.059], [-2.262, 1.031, -0.440], [-3.916, 0.609, 0.245], [-5.001, 1.366, -0.195], [-6.265, 1.135, 0.308], [-6.456, 0.139, 1.252], [-5.382, -0.613, 1.694], [-4.109, -0.381, 1.198], [-2.730, 1.193, -2.199], [-3.554, 0.265, -2.833], [-3.786, 0.358, -4.195], [-3.194, 1.371, -4.932], [-2.367, 2.294, -4.310], [-2.125, 2.198, -2.952], [-1.282, 3.113, 0.921], [-1.160, 4.475, 1.206], [-0.290, 4.866, 2.202], [0.426, 3.888, 2.881], [0.247, 2.568, 2.508], [-0.579, 2.169, 1.544], [-2.810, 3.350, -0.414], [-4.855, 2.130, -0.946], [-7.101, 1.728, -0.030], [-7.441, -0.049, 1.645], [-5.540, -1.383, 2.432], [-3.267, -0.967, 1.546], [-4.026, -0.525, -2.260], [-4.420, -0.366, -4.688], [-3.372, 1.446, -5.993], [-1.895, 3.074, -4.887], [-1.444, 2.888, -2.468], [-1.746, 5.191, 0.650], [-0.173, 5.912, 2.446], [1.096, 4.146, 3.686], [0.781, 1.784, 3.022], [0.802, -5.424, -5.576], [0.662, -3.890, -4.783], [1.803, -3.168, -4.460], [1.670, -1.938, -3.847], [0.412, -1.398, -3.542], [0.282, -0.070, -2.935], [-0.718, -2.144, -3.898], [-0.598, -3.380, -4.502], [2.779, -3.552, -4.719], [2.560, -1.357, -3.629], [-0.608, 0.414, -3.345], [1.170, 0.539, -3.175], [-1.701, -1.724, -3.715], [-1.474, -3.948, -4.778], [-1.668, -1.841, -0.820], [-2.050, -3.593, -0.760], [-0.813, -4.564, -1.581], [-3.001, -3.742, -1.270], [-2.094, -3.892, 0.286], [1.574, 4.107, -1.708], [1.079, 2.835, -1.278], [0.710, 1.795, -0.914], [1.059, 4.914, -1.187], [1.423, 4.226, -2.782], [2.640, 4.177, -1.497]],
  "forces_ev_per_a": [[-0.79, -2.54, 0.40], [-0.06, 0.07, -0.05], [0.42, 0.44, -0.17], [0.04, -0.32, -0.53], [0.27, -0.32, 0.84], [0.75, -0.03, -0.09], [0.50, -0.29, -0.46], [-0.13, -0.15, 0.57], [-0.07, 0.04, 0.07], [0.02, 0.07, 0.10], [0.03, 0.02, 0.10], [-0.07, -0.06, 0.03], [-0.11, 0.10, 0.00], [-0.20, 0.16, 0.10], [-0.27, -0.15, 0.18], [-0.09, 0.00, 0.02], [-0.03, 0.35, -0.07], [-1.27, 0.57, -0.37], [0.44, -0.15, 0.00], [0.07, 0.01, 0.03], [-0.02, 0.06, 0.00], [0.04, -0.07, 0.06], [-0.06, -0.10, 0.10], [0.15, 0.08, -0.10], [0.24, 0.11, -0.09], [-0.01, 0.04, 0.11], [0.02, -0.07, 0.00], [0.05, 0.09, -0.04], [0.00, -0.01, -0.02], [-0.20, 0.04, 0.09], [0.17, 0.02, 0.26], [0.05, 0.03, 0.01], [-0.09, -0.21, -0.14], [0.07, -0.04, 0.02], [0.07, 0.21, 0.19], [-0.25, 0.18, 0.19], [0.10, -0.21, 0.05], [-0.05, 0.06, -0.06], [-0.08, 0.06, -0.07], [-0.14, -0.03, 0.06], [0.00, -0.12, 0.12], [-0.01, -0.01, 0.05], [0.00, 0.02, 0.00], [-0.05, -0.01, 0.01], [-0.04, -0.02, -0.14], [0.03, 0.09, -0.08], [-0.06, 0.05, -0.05], [-0.07, 0.11, -0.03], [-0.01, 0.08, 0.04], [0.07, -0.03, 0.04], [0.09, -0.08, 0.04], [0.03, -0.12, -0.02], [-0.08, 0.17, 0.07], [-0.12, -0.19, -0.11], [-0.28, 0.10, 0.06], [0.09, -0.50, -0.56], [0.13, 0.32, -0.03], [0.31, 0.14, -0.05], [0.16, -0.02, -0.27], [0.02, -0.06, 0.02], [0.03, 0.01, -0.01], [0.24, 0.11, 0.05], [-0.28, -0.05, 0.04], [0.00, -0.04, -0.04], [-0.05, -0.05, -0.03], [-1.15, -0.45, -0.02], [0.52, -0.74, -0.24], [-0.37, -0.07, 0.30], [0.15, 0.17, 0.10], [-0.02, 0.14, -0.15], [0.30, 0.63, -0.14], [-0.50, -1.52, 0.72], [1.46, 3.91, -1.02], [-0.05, 0.00, 0.01], [-0.03, -0.04, 0.01], [0.04, 0.05, -0.03]],
  "total_charge": 1,
  "homo_energy_ev": [-9.2, -9.2],
  "gap_ev": [6.8701, 6.8684]
}

***

Entry 2:
{
  "formula": "C34H34Ge2MoN5SSe",
  "method": "wB97M-V/def2-TZVPD",
  "species": ["Mo", "Se", "N", "C", "C", "C", "C", "N", "C", "N", "H", "H", "H", "C", "Ge", "C", "C", "C", "H", "H", "H", "H", "H", "H", "H", "H", "H", "H", "C", "C", "C", "C", "C", "C", "Ge", "C", "C", "C", "C", "C", "C", "C", "C", "C", "C", "C", "C", "H", "H", "H", "H", "H", "H", "H", "H", "H", "H", "H", "H", "H", "H", "H", "N", "C", "N", "C", "C", "C", "C", "C", "C", "S", "H", "H", "H", "H", "H", "H"],
  "positions_angstrom": [[-0.157, -1.067, 0.246], [0.011, -2.657, -3.177], [0.139, -4.365, -2.826], [-0.048, -4.573, -1.527], [-0.052, -5.791, -0.794], [-0.262, -5.710, 0.556], [-0.448, -4.463, 1.209], [-0.452, -3.314, 0.563], [-0.277, -3.393, -0.778], [-0.297, -2.234, -1.447], [0.103, -6.735, -1.298], [-0.280, -6.609, 1.154], [-0.592, -4.414, 2.281], [-4.410, 0.023, 1.659], [-2.636, 0.710, 2.091], [-1.977, -0.175, 3.704], [-2.618, 2.663, 2.190], [-1.643, 0.138, 0.422], [-5.082, 0.215, 2.496], [-4.364, -1.054, 1.496], [-4.822, 0.500, 0.770], [-2.180, 0.460, 4.567], [-0.912, -0.404, 3.692], [-2.528, -1.107, 3.838], [-3.562, 2.979, 2.635], [-2.540, 3.115, 1.201], [-1.810, 3.027, 2.822], [-2.323, 0.441, -0.385], [4.757, 1.126, -1.721], [3.996, 2.233, -2.067], [2.619, 2.221, -1.879], [1.994, 1.090, -1.353], [2.772, -0.019, -1.017], [4.146, -0.004, -1.194], [0.034, 1.079, -1.274], [-0.684, 2.874, -1.034], [-1.957, 3.156, -1.534], [-2.501, 4.425, -1.400], [-1.774, 5.429, -0.773], [-0.501, 5.166, -0.287], [0.042, 3.894, -0.415], [-0.684, 0.399, -2.977], [-1.951, -0.166, -3.143], [-2.398, -0.543, -4.402], [-1.578, -0.372, -5.511], [-0.314, 0.180, -5.359], [0.133, 0.562, -4.099], [5.829, 1.142, -1.862], [4.472, 3.110, -2.483], [2.035, 3.092, -2.149], [2.315, -0.921, -0.610], [4.741, -0.867, -0.927], [-2.521, 2.388, -2.052], [-3.487, 4.636, -1.792], [-2.196, 6.420, -0.680], [0.075, 5.954, 0.181], [1.041, 3.702, -0.043], [-2.603, -0.327, -2.293], [-3.385, -0.970, -4.520], [-1.927, -0.663, -6.493], [0.326, 0.321, -6.220], [1.123, 0.991, -3.995], [0.470, 1.881, 2.114], [1.077, 0.777, 2.550], [1.053, -0.405, 1.944], [1.864, -1.321, 2.658], [2.232, -2.595, 2.241], [3.034, -3.369, 3.063], [3.497, -2.884, 4.284], [3.204, -1.589, 4.674], [2.401, -0.824, 3.842], [1.952, 0.846, 4.041], [-0.263, 1.835, 1.422], [0.512, 2.716, 2.676], [1.953, -2.965, 1.263], [3.327, -4.359, 2.740], [4.112, -3.511, 4.914], [3.603, -1.175, 5.590]],
  "forces_ev_per_a": [[0.17, 0.61, 1.72], [-0.09, 0.17, 0.18], [0.01, -0.09, 0.00], [-0.01, 0.09, 0.07], [-0.01, 0.00, 0.07], [0.00, -0.16, -0.12], [-0.02, 0.25, 0.00], [0.07, -0.26, 0.06], [-0.13, -0.20, -0.32], [-0.12, -1.08, -0.92], [0.00, -0.01, 0.01], [-0.02, 0.02, 0.03], [0.05, -0.06, 0.01], [0.08, 0.04, -0.02], [-0.11, -0.03, 0.06], [0.00, 0.00, -0.08], [-0.07, -0.08, 0.04], [0.37, 0.06, -0.67], [-0.01, 0.00, 0.00], [-0.03, 0.00, 0.00], [0.00, 0.01, 0.00], [0.00, 0.00, 0.01], [-0.04, 0.02, 0.01], [0.02, -0.01, 0.02], [0.01, 0.03, 0.00], [0.01, 0.02, 0.00], [-0.07, 0.03, 0.01], [-0.06, -0.15, -0.04], [0.01, 0.00, 0.00], [-0.01, 0.01, 0.00], [-0.01, -0.02, 0.04], [-0.11, -0.15, 0.13], [0.00, 0.10, -0.06], [-0.02, -0.02, 0.02], [-0.23, 1.06, -0.40], [0.07, -0.06, 0.04], [0.06, -0.01, 0.01], [-0.02, 0.00, 0.00], [-0.01, 0.01, -0.01], [0.02, -0.02, 0.01], [-0.04, -0.08, 0.03], [0.05, -0.15, 0.19], [-0.01, 0.09, -0.06], [-0.03, 0.02, -0.01], [0.01, 0.00, -0.01], [0.02, 0.02, 0.00], [0.00, -0.04, 0.02], [0.00, 0.00, -0.01], [0.00, 0.00, 0.00], [0.03, 0.00, -0.03], [0.05, -0.04, -0.01], [0.00, -0.01, 0.00], [-0.04, 0.02, -0.01], [0.00, -0.01, -0.01], [0.00, 0.00, 0.01], [-0.01, 0.00, 0.00], [0.00, 0.02, 0.03], [-0.02, 0.00, 0.01], [-0.01, 0.00, 0.01], [-0.01, 0.00, 0.00], [0.00, 0.00, -0.01], [0.01, 0.00, -0.02], [0.01, 0.02, 0.03], [0.01, -0.11, 0.05], [0.02, 0.12, 0.22], [0.11, -0.02, -0.12], [0.01, 0.03, -0.06], [0.02, -0.02, -0.01], [-0.03, 0.01, -0.02], [0.03, 0.01, -0.03], [-0.07, 0.03, 0.04], [0.04, 0.00, -0.01], [0.14, 0.02, -0.12], [-0.01, 0.00, -0.04], [-0.06, -0.05, 0.01], [0.00, 0.00, 0.00], [0.02, 0.02, 0.00], [0.00, -0.03, 0.02]],
  "total_charge": 2,
  "homo_energy_ev": [-13.3, -13.8],
  "multiplicity": 4,
  "gap_ev": [5.9325, 6.3949]
}

***

Entry 3:
{
  "formula": "C34H34I2N8O3STi",
  "method": "wB97M-V/def2-TZVPD",
  "species": ["Ti", "I", "C", "C", "C", "I", "C", "O", "C", "C", "N", "C", "C", "C", "C", "C", "C", "N", "C", "H", "H", "H", "H", "H", "H", "H", "H", "H", "H", "H", "O", "S", "N", "C", "C", "C", "C", "C", "C", "C", "O", "C", "C", "C", "H", "H", "H", "H", "H", "H", "H", "H", "H", "H", "H", "H", "C", "C", "N", "C", "C", "N", "C", "N", "N", "N", "C", "C", "C", "C", "C", "C", "H", "H", "H", "H", "H", "H", "H", "H", "H", "H", "H"],
  "positions_angstrom": [[-0.387, -0.340, -0.426], [-3.392, -5.558, 3.812], [-2.200, -4.405, 2.550], [-1.997, -4.809, 1.239], [-1.214, -4.037, 0.391], [-0.877, -4.642, -1.570], [-0.630, -2.857, 0.852], [0.119, -2.071, 0.080], [-0.828, -2.471, 2.187], [-0.113, -1.233, 2.637], [-0.509, -0.049, 1.832], [-1.802, 0.499, 2.242], [-2.264, 1.506, 1.235], [-3.280, 2.406, 1.527], [-3.775, 3.210, 0.521], [-3.247, 3.081, -0.758], [-2.227, 2.178, -0.963], [-1.712, 1.420, 0.018], [-1.613, -3.241, 3.027], [-2.449, -5.721, 0.873], [-0.299, -1.046, 3.697], [0.961, -1.360, 2.492], [0.198, 0.666, 1.964], [-2.529, -0.315, 2.244], [-1.764, 0.932, 3.246], [-3.688, 2.443, 2.528], [-4.576, 3.909, 0.720], [-3.628, 3.659, -1.588], [-1.821, 2.018, -1.951], [-1.762, -2.938, 4.056], [-3.989, -1.015, 0.550], [-3.479, -1.443, -0.757], [-2.082, -1.092, -1.097], [5.603, 0.679, -5.191], [4.840, 0.658, -3.900], [4.945, 1.704, -2.989], [4.256, 1.692, -1.788], [4.434, 2.846, -0.832], [3.386, 0.614, -1.510], [2.545, 0.770, -0.340], [1.398, 0.324, -0.178], [3.341, -0.507, -2.380], [2.690, -1.809, -2.019], [4.058, -0.443, -3.562], [5.955, 1.681, -5.433], [4.992, 0.312, -6.018], [6.475, 0.025, -5.123], [5.589, 2.546, -3.217], [3.498, 3.362, -0.613], [5.123, 3.575, -1.251], [4.853, 2.510, 0.119], [2.928, 1.387, 0.479], [1.650, -1.738, -1.735], [3.212, -2.255, -1.168], [2.758, -2.506, -2.852], [4.025, -1.294, -4.234], [0.788, 2.551, -2.592], [0.448, 1.228, -3.186], [-0.037, 0.175, -2.545], [-0.220, -0.818, -3.489], [0.168, -0.358, -4.701], [0.585, 0.942, -4.498], [1.035, 1.827, -5.561], [0.013, 2.047, -6.532], [-0.046, 1.221, -7.615], [-1.109, 1.456, -8.264], [-1.820, 2.451, -7.622], [-3.041, 3.050, -7.943], [-3.501, 4.026, -7.091], [-2.769, 4.411, -5.951], [-1.564, 3.832, -5.624], [-1.104, 2.837, -6.488], [1.818, 2.826, -2.813], [0.660, 2.513, -1.513], [0.136, 3.337, -2.976], [-0.626, -1.778, -3.214], [0.170, -0.806, -5.681], [1.872, 1.364, -6.080], [1.359, 2.769, -5.125], [-3.589, 2.750, -8.826], [-4.442, 4.519, -7.297], [-3.167, 5.195, -5.319], [-1.002, 4.157, -4.758]],
  "forces_ev_per_a": [[-1.61, 0.29, -0.12], [0.01, 0.01, -0.01], [0.01, 0.03, 0.03], [-0.01, -0.01, -0.05], [0.03, 0.08, 0.15], [0.01, 0.00, -0.01], [-0.05, -0.08, -0.04], [0.67, -0.61, 0.10], [-0.04, -0.09, -0.17], [0.02, -0.04, 0.02], [-0.12, -0.07, -0.13], [-0.01, 0.10, 0.07], [-0.03, -0.03, 0.00], [0.02, -0.01, -0.02], [0.01, -0.02, 0.01], [0.01, -0.01, -0.03], [-0.02, 0.05, 0.02], [-0.06, 0.19, 0.01], [-0.03, -0.03, 0.03], [0.01, 0.01, 0.00], [0.00, 0.01, 0.01], [0.00, 0.00, 0.00], [0.08, 0.09, 0.04], [-0.06, -0.05, -0.01], [0.00, 0.00, 0.01], [0.00, 0.00, -0.01], [0.01, 0.00, 0.00], [0.01, -0.01, 0.01], [0.04, 0.02, -0.04], [0.00, 0.00, -0.01], [-0.02, -0.06, -0.11], [0.03, 0.12, 0.15], [-0.54, -0.29, -0.04], [0.01, 0.01, -0.05], [0.01, 0.05, 0.02], [0.04, 0.02, -0.04], [-0.09, 0.04, 0.03], [0.00, 0.05, 0.00], [-0.04, -0.13, -0.03], [0.20, -0.08, 0.16], [1.52, 0.37, 0.05], [-0.04, 0.13, 0.02], [0.07, -0.06, 0.05], [-0.03, 0.01, 0.00], [-0.01, -0.02, 0.00], [0.02, 0.01, 0.03], [0.00, 0.00, 0.00], [-0.02, -0.02, 0.00], [0.01, 0.01, -0.03], [0.00, 0.00, 0.00], [0.01, 0.01, -0.01], [0.05, 0.06, -0.08], [-0.14, 0.02, 0.05], [-0.02, -0.01, 0.01], [0.01, 0.00, 0.01], [0.02, 0.00, 0.01], [-0.04, -0.05, 0.02], [0.08, 0.03, -0.04], [0.01, 0.08, -0.05], [-0.07, -0.07, -0.12], [0.00, -0.10, 0.00], [-0.01, 0.01, 0.10], [0.00, -0.03, 0.00], [-0.02, 0.14, 0.02], [-0.03, 0.03, 0.09], [-0.11, -0.07, -0.22], [0.09, 0.04, 0.15], [0.02, -0.03, -0.01], [-0.05, 0.00, -0.05], [-0.02, 0.04, 0.05], [0.07, 0.01, 0.04], [0.01, -0.12, -0.10], [0.08, 0.01, 0.02], [0.00, -0.01, 0.00], [-0.02, 0.01, 0.00], [-0.01, 0.01, -0.01], [-0.01, 0.01, 0.04], [0.04, 0.00, -0.01], [-0.01, 0.03, 0.03], [0.01, 0.01, 0.01], [0.02, -0.01, 0.00], [0.01, -0.02, -0.01], [-0.01, 0.00, 0.00]],
  "de_lowest_kcal_mol": 12.34,
  "total_charge": 1,
  "homo_energy_ev": [-9.6, -10.1],
  "multiplicity": 2,
  "gap_ev": [6.0731, 6.4620]
}

***

Largest force on an atom
In order: 4.30, 1.83, 1.64
Unit: eV/A